{
  "formula": "C13H30Br2N2O5P",
  "method": "ωB97M-V/def2-TZVPD",
  "species": ["H", "C", "H", "H", "C", "H", "H", "H", "O", "H", "H", "C", "H", "H", "H", "H", "N", "H", "H", "C", "H", "H", "C", "H", "H", "C", "O", "C", "C", "H", "H", "N", "H", "H", "O", "C", "Br", "C", "O", "H", "H", "O", "H", "H", "H", "Br", "C", "H", "P", "C", "H", "H", "C"],
  "xyz": [[-2.299, 2.996, -3.002], [-2.356, -2.065, -1.516], [-2.177, -0.145, -3.809], [-3.412, 1.669, -2.670], [0.935, 1.228, -3.121], [-3.493, 3.589, -1.050], [3.019, -0.275, -1.563], [5.034, -2.018, 3.610], [-0.352, 1.768, -3.280], [0.860, 0.286, -2.563], [1.953, -4.564, 4.572], [2.100, 1.591, -0.897], [4.000, -0.860, 4.457], [-0.854, 1.155, -1.383], [-2.888, -2.750, -2.187], [1.280, -2.889, 3.253], [-4.218, 2.368, 1.106], [2.878, 2.105, -2.851], [-1.735, 3.770, 0.366], [4.241, -1.278, 3.480], [1.350, 0.996, -4.103], [1.131, 1.205, -0.567], [3.070, -1.922, 2.825], [4.155, 0.872, -0.852], [2.804, -3.426, 5.642], [1.923, 2.111, -2.327], [-2.565, -0.710, -1.840], [-1.692, -0.175, -2.827], [-1.314, 1.227, -2.375], [-4.079, 1.054, -0.534], [3.007, -0.031, 0.172], [2.066, -2.578, 3.828], [-3.747, 2.329, 1.999], [3.592, -4.022, 4.160], [-3.323, -3.883, 0.068], [-3.446, 1.742, 0.030], [1.424, 3.984, -2.303], [2.649, -3.733, 4.613], [-1.563, 3.235, -0.415], [1.710, -1.864, 4.466], [-0.806, -0.814, -2.907], [2.779, -2.025, 1.694], [-1.289, -2.304, -1.536], [2.354, 2.411, -0.226], [4.607, -0.501, 2.812], [-1.049, -2.275, 1.294], [-2.512, 2.176, -2.315], [-3.973, -4.189, 0.711], [-3.044, -2.277, 0.190], [-2.803, 2.743, -0.928], [-2.643, 1.142, 0.469], [-4.428, 3.340, 0.914], [3.139, 0.481, -0.783]],
  "forces_ev_per_a": [[0.015, 0.012, 0.035], [0.055, 0.140, -0.093], [-0.047, -0.011, 0.055], [0.007, 0.051, -0.034], [0.164, -0.032, 0.111], [-0.060, -0.075, -0.072], [-0.014, 0.022, 0.003], [-0.006, -0.003, -0.008], [-0.171, -0.144, -0.082], [0.205, -0.031, -0.167], [-0.010, 0.010, 0.026], [-0.209, 0.115, 0.093], [-0.042, 0.005, -0.009], [-0.130, -0.024, -0.005], [-0.041, 0.040, 0.042], [-0.076, 0.014, -0.108], [0.177, 0.068, 0.151], [0.034, -0.013, 0.095], [-0.045, -0.004, -0.003], [0.038, 0.010, -0.085], [-0.122, 0.157, -0.069], [0.037, 0.139, 0.093], [-0.124, 0.050, 0.271], [-0.022, -0.016, 0.001], [0.044, 0.002, -0.009], [0.161, -0.199, 0.069], [-0.068, -0.144, 0.131], [-0.020, -0.017, 0.004], [0.170, 0.097, 0.108], [-0.084, 0.081, -0.014], [0.192, 0.007, -0.008], [0.065, -0.067, 0.015], [0.011, 0.011, -0.049], [-0.016, -0.049, -0.002], [0.024, 0.144, -0.030], [0.032, -0.014, 0.012], [-0.084, 0.072, -0.117], [-0.035, 0.076, -0.054], [-0.031, 0.048, 0.063], [-0.048, 0.001, -0.025], [-0.015, 0.076, -0.046], [0.036, -0.071, -0.117], [-0.023, -0.163, 0.002], [0.058, -0.010, -0.023], [0.031, -0.005, 0.025], [0.424, 0.074, 0.260], [0.008, -0.072, -0.004], [0.041, 0.007, 0.024], [-0.389, -0.179, -0.239], [0.145, 0.027, -0.035], [-0.037, -0.076, -0.065], [-0.088, -0.068, -0.047], [-0.118, -0.067, -0.073]],
  "total_charge": 1,
  "lumo_ev": -3.65,
  "fmax_ha_per_bohr": 0.010,
  "spin_multiplicity": 1
}

{
  "formula": "C3H5N3",
  "method": "ωB97M-V/def2-TZVPD",
  "species": ["N", "C", "N", "H", "N", "C", "C", "H", "H", "H", "H"],
  "xyz": [[1.398, -0.645, -0.083], [1.312, 0.705, -0.165], [0.189, -1.215, 0.086], [2.192, 1.304, -0.423], [-2.031, -0.405, 0.245], [-0.115, 1.017, -0.266], [-0.676, -0.214, 0.067], [-2.602, 0.283, -0.233], [-2.326, -1.352, 0.044], [0.462, 1.725, 0.666], [2.224, -1.213, 0.062]],
  "forces_ev_per_a": [[0.623, 0.590, 0.633], [-1.003, -1.552, -2.309], [-0.543, -0.319, -0.054], [-0.502, -0.143, 0.421], [-0.279, -0.390, -0.110], [4.734, 3.427, 2.517], [-0.330, -1.246, 0.022], [0.259, -0.167, 0.177], [-0.044, 0.126, 0.124], [-2.607, -0.471, -1.326], [-0.308, 0.145, -0.096]],
  "lumo_ev": 0.98,
  "smiles": "Nc1cc[nH]n1",
  "fmax_ha_per_bohr": 0.124,
  "spin_multiplicity": 1
}